Entry 1:
Computed, not measured: C19H24N4PtSSe2 as an isolated structure at a distorted geometry, with ωB97M-V with the def2-TZVPD basis set.

```
! RIJCOSX wB97M-V def2-TZVPD def2/J DEFGRID3
* xyz 0 1
Pt 0.30555 0.14819 -0.12512
C -3.41600 2.08026 -1.20595
C -2.20699 1.48325 -0.56351
N -1.24895 1.06650 -1.17033
N -1.28844 1.18284 -2.52860
C -0.09986 0.94098 -3.05582
N -0.08347 1.02060 -4.40732
S 1.38101 0.59357 -2.26859
C -2.09522 1.41430 0.94077
C -3.15965 1.72047 1.69908
C -3.01977 1.72024 3.09904
C -1.81921 1.44781 3.64672
C -0.73136 1.14463 2.81336
N -0.92944 1.09935 1.44061
H -3.25963 2.17094 -2.26877
H -3.63839 3.06605 -0.79194
H -4.28761 1.44169 -1.02866
H -0.97617 0.99496 -4.87758
H 0.70048 0.60026 -4.86829
H -4.10759 1.96812 1.22136
H -3.85924 1.97904 3.73425
H -1.66699 1.53781 4.71801
H 1.37170 1.35987 2.63696
C -0.44364 -2.77950 -3.02727
Se -0.07838 -2.84416 -1.12741
C 1.83243 -2.75004 -1.36088
C 2.59193 -2.58585 -0.05960
Se 1.96623 -1.16676 1.14622
C 0.85846 -2.32659 2.24302
H -0.14450 -1.80211 -3.41175
H -1.51185 -2.92295 -3.15155
H 0.09119 -3.57287 -3.54025
H 1.99702 -1.91118 -2.00924
H 2.14795 -3.65696 -1.86104
H 3.61809 -2.32811 -0.28147
H 2.59405 -3.49139 0.54384
H 1.49846 -3.01894 2.78639
H 0.15532 -2.85439 1.62699
H 0.33388 -1.68074 2.93757
C 0.60815 1.03243 3.32393
C 1.02559 0.58779 4.64020
C 0.19251 -0.10957 5.54190
C 0.66684 -0.55339 6.77234
C 1.98859 -0.32905 7.14823
C 2.83721 0.34085 6.26502
C 2.36535 0.78556 5.03484
H -0.83000 -0.33832 5.25507
H -0.00086 -1.09350 7.44059
H 2.35546 -0.67988 8.11075
H 3.87310 0.51277 6.53684
H 3.03248 1.30828 4.34944
*
```

HOMO energy (spin up / spin down) in eV: -5.71 / -5.71
Energy above the lowest of the compared OMol25 structures with the same formula, charge and spin in kcal/mol: 0.0

=====

Entry 2:
Computed, not measured: C19H25B2BrF9N5O4V as an isolated structure at a distorted geometry, with ωB97M-V with the def2-TZVPD basis set.

```
! RIJCOSX wB97M-V def2-TZVPD def2/J DEFGRID3
* xyz 0 2
V -0.48368 1.34042 1.13094
C -3.50038 4.31982 0.96164
C -2.23998 3.52342 1.05064
N -2.13618 2.26362 0.71954
O -3.24908 1.65402 0.26524
B -2.93798 0.77082 -0.84886
F -4.04188 0.21442 -1.40116
F -2.20858 1.51282 -1.79476
O -2.03798 -0.37018 -0.41856
N -0.80378 0.02752 -0.09626
C 0.20082 -0.55718 -0.99136
C -0.42678 -0.75648 -2.38336
C 1.30062 0.49592 -1.08616
N 1.14252 1.51992 -0.34176
O 2.11672 2.43912 -0.34836
B 1.78992 3.75452 0.28464
F 0.83092 4.37472 -0.51306
F 2.92882 4.48262 0.36964
O 1.22942 3.52762 1.64914
N -0.06198 3.16492 1.53174
C -0.99268 4.06972 1.48084
C -0.75638 5.50612 1.79444
C 2.48452 0.32212 -1.99006
H -4.29558 3.68822 0.57384
H -3.35238 5.17482 0.30364
H -3.78368 4.68362 1.95074
H -1.22108 -1.49448 -2.34546
H 0.30482 -0.98868 -3.14856
H -0.88998 0.18172 -2.67846
H 0.31432 5.70522 1.76544
H -1.12588 5.72752 2.79454
H -1.26528 6.14882 1.08204
H 2.19752 -0.04008 -2.97436
H 3.20132 -0.36468 -1.54256
H 2.97002 1.28972 -2.10446
C 1.70632 -5.50688 -1.78506
N 1.07382 -4.35268 -2.44356
C -0.30978 -4.20258 -1.95876
C 1.88252 -3.06838 -2.30266
C 1.85112 -2.61908 -0.87416
C 2.74752 -3.27568 -0.02526
C 2.58822 -3.27558 1.34564
C 1.43882 -2.70978 1.86454
C 0.62072 -1.95558 1.04254
C 0.86502 -1.77908 -0.31736
H 1.07582 -6.38598 -1.88506
H 1.83512 -5.28888 -0.72616
H 2.67812 -5.70798 -2.23136
H 1.03812 -4.55588 -3.44636
H -0.30148 -3.99738 -0.88966
H -0.87378 -5.11578 -2.14226
H -0.80398 -3.37538 -2.46116
H 1.44852 -2.35638 -2.99666
H 2.90102 -3.29788 -2.61736
H 3.59652 -3.78428 -0.45986
H 3.31732 -3.75188 1.98134
H 1.20482 -2.77818 2.91344
H -0.24318 -1.47998 1.47184
F -2.81078 -0.11548 2.12814
C -1.65488 0.46982 2.58444
F -1.05538 -0.58138 3.26754
C -2.06178 1.46012 3.67204
F -2.39348 0.90482 4.84254
F -1.04218 2.31112 3.93014
F -3.09148 2.23772 3.30714
Br 1.57132 0.62242 2.51024
*
```

HOMO energy (spin up / spin down) in eV: -7.93 / -8.24
Energy above the lowest of the compared OMol25 structures with the same formula, charge and spin in kcal/mol: 40.1

=====

Entry 3:
Computed, not measured: a 2-piece molecular cluster, C19H25BClF6N4O8 overall at a distorted geometry, with ωB97M-V with the def2-TZVPD basis set.

```
! RIJCOSX wB97M-V def2-TZVPD def2/J DEFGRID3
* xyz 1 1
C -3.63103 -0.78540 -5.44549
C -2.34242 -0.78090 -4.51234
C -2.59329 0.40180 -3.46942
Cl -2.16971 1.97968 -4.25188
C -1.84687 0.16890 -2.12015
C -0.38471 0.26279 -2.02604
C 0.53973 0.59630 -3.24218
B 1.11728 2.10130 -3.11551
O 0.35482 3.28658 -3.18594
O 2.50648 2.24017 -2.87065
C 0.30964 0.00726 -0.77048
C 1.85296 0.07079 -0.62567
O 2.33633 1.05054 -0.13268
O 2.70559 -0.92272 -1.03904
C 3.06401 -1.82742 0.05639
C 2.56662 -3.26455 -0.33378
N 1.12697 -3.46683 -0.01576
C -0.51761 -0.31447 0.39136
C 0.06675 -0.56488 1.81703
O 0.43428 -1.62350 2.20391
C 0.13636 0.66865 2.80257
F 1.21225 0.61740 3.63600
F 0.35402 1.78664 1.99785
C -1.21364 0.94826 3.56661
F -0.97467 1.98689 4.43252
F -2.13135 1.42350 2.65498
C -1.75626 -0.24644 4.41967
F -2.22822 -1.30002 3.64175
F -0.71457 -0.67078 5.21149
C -2.98029 0.16880 5.35576
O -3.74129 0.99925 5.00639
O -3.06774 -0.53948 6.53324
C -1.92876 -0.39764 0.21856
N -2.54476 -0.17186 -0.98254
C -4.03692 -0.34068 -0.97087
H -4.50781 -1.11490 -4.82227
H -3.87312 0.26344 -5.76589
H -3.50452 -1.42108 -6.34766
H -2.24377 -1.76008 -3.98338
H -1.48568 -0.56263 -5.18751
H -3.70411 0.42707 -3.33828
H 0.01024 0.38256 -4.19790
H 1.38526 -0.14423 -3.19012
H 0.20008 3.55395 -2.25840
H 2.54079 2.80022 -2.06929
H 2.59522 -1.44820 0.99522
H 4.16943 -1.77354 0.20798
H 2.73569 -3.34613 -1.44038
H 3.17600 -4.06019 0.16246
H 1.05404 -4.13140 0.75585
H 0.64524 -3.86875 -0.82292
H -2.83894 -1.45777 6.27511
H -2.54321 -0.66348 1.10395
H -4.46738 0.67733 -0.84726
H -4.37484 -0.81031 -1.92722
H -4.28213 -1.04040 -0.14504
C 4.91213 1.89625 3.26346
O 4.86997 1.66800 4.45883
N 3.85422 1.66016 2.43431
N 6.01795 2.40624 2.65129
H 3.86523 1.84008 1.44774
H 3.02412 1.28562 2.85115
H 6.81704 2.59301 3.23115
H 6.07282 2.60122 1.66936
*
```

HOMO energy in eV: -11.49

=====

Entry 4:
Computed, not measured: C19H25CaClNO2V as an isolated structure at a distorted geometry, with ωB97M-V with the def2-TZVPD basis set.

```
! RIJCOSX wB97M-V def2-TZVPD def2/J DEFGRID3
* xyz -2 3
V -0.37990 -0.47987 0.45040
Cl -1.81125 -2.33356 0.25979
C 1.25193 -1.71393 1.15963
H 1.88897 -1.13396 1.85327
H 1.78613 -1.94430 0.21717
H 0.83154 -2.61703 1.63924
Ca 0.37247 -0.55512 -3.43464
C -1.72465 0.18646 -4.28642
C 1.28075 -2.74919 -3.84343
C 0.62290 0.73512 -1.24635
H 2.37709 -2.63042 -3.80808
H 1.02527 -3.62336 -3.22986
H 1.01594 -2.98799 -4.88664
H -1.61524 1.27597 -4.42121
H -1.84736 -0.24484 -5.29147
H -2.66370 0.02355 -3.74091
H 1.67899 0.87484 -0.83052
H 0.40744 1.83284 -1.45205
C -3.60370 4.78723 1.72623
C -2.13494 4.51117 1.84605
C -1.28074 4.91783 0.82708
C 0.09363 4.69832 0.89498
C 0.62306 4.02990 1.99229
C -0.23057 3.57426 3.00045
N 0.37237 2.87483 4.06561
C -0.04434 1.67970 4.63934
C 0.35516 1.33175 5.94718
C -0.27879 0.25335 6.57342
C -1.31573 -0.44968 5.94303
C -1.64652 -0.16411 4.61855
C -0.91743 0.80376 3.93066
C -0.88551 0.73998 2.44043
O -1.89804 0.34712 1.75093
O 0.25131 0.96412 1.87217
C -1.61437 3.86146 2.97274
C -2.51679 3.50455 4.11937
H -4.20792 3.87406 1.72039
H -3.98014 5.41928 2.53691
H -3.80435 5.31108 0.79132
H -1.71794 5.41741 -0.02860
H 0.75687 5.03166 0.10882
H 1.68571 3.81491 2.08325
H 1.29731 3.19164 4.36472
H 1.12757 1.93307 6.44520
H 0.04776 -0.03440 7.56881
H -1.85203 -1.24135 6.46715
H -2.42576 -0.69928 4.08036
H -3.07919 2.57556 3.91530
H -1.97192 3.38314 5.07063
H -3.26399 4.30035 4.27435
*
```

HOMO energy (spin up / spin down) in eV: 0.21 / 0.07

=====

Entry 5:
Computed, not measured: C19H25ClIrN2 as an isolated structure at a distorted geometry, with ωB97M-V with the def2-TZVPD basis set.

```
! RIJCOSX wB97M-V def2-TZVPD def2/J DEFGRID3
* xyz 2 6
C 0.18020 0.59654 -5.87655
C 1.54333 1.19064 -6.20691
C -0.01357 -0.66886 -6.70006
C -0.86118 1.62365 -6.29826
Cl 0.02532 0.21008 -4.06401
H 0.06263 -0.40766 -7.76825
H -0.99465 -1.11519 -6.53546
H 0.75067 -1.41620 -6.48440
H 1.57428 1.37219 -7.29439
H 2.36716 0.52280 -5.95379
H 1.69997 2.14740 -5.70532
H -0.75720 1.78414 -7.38385
H -0.70291 2.58296 -5.80273
H -1.88007 1.29042 -6.10132
C 1.46424 -1.00689 0.58950
C 1.14487 -2.16467 -0.25271
C 1.42114 -1.80246 -1.60165
H 0.77694 -3.11662 0.11860
C 1.84118 -0.40897 -1.62545
C 2.00050 0.01318 -0.27633
H 2.41912 0.95748 0.04952
H 1.31435 -0.94921 1.67064
H 1.34134 -2.44218 -2.47732
H 2.02701 0.17283 -2.51957
C -1.55056 1.17954 -0.11266
C -1.68358 0.01707 0.73422
C -2.18485 -1.07619 -0.10688
H -1.45659 -0.05466 1.79866
C -2.28838 -0.58390 -1.43874
C -1.80161 0.78798 -1.46256
H -1.68229 1.39000 -2.35302
H -1.27199 2.16725 0.22610
H -2.43597 -2.06749 0.25719
H -2.66749 -1.12291 -2.30035
Ir -0.17024 -0.49458 -0.66713
N 1.34017 3.18839 6.08091
C 1.05954 2.51607 4.94484
C 2.06098 1.78394 4.26151
C 1.72804 1.13682 3.06640
N 0.47306 1.08065 2.59300
C -0.46743 1.83253 3.19082
C -0.24072 2.52425 4.38404
H 2.26996 3.21016 6.46681
H 0.63377 3.73255 6.56076
H 3.07394 1.70820 4.64797
H 2.49970 0.64067 2.47765
H -1.44092 1.88027 2.70333
H -1.06421 3.04730 4.86567
*
```

HOMO energy (spin up / spin down) in eV: -11.32 / -14.91
Energy above the lowest of the compared OMol25 structures with the same formula, charge and spin in kcal/mol: 13.1